{"formula": "C26H67ClN3O10", "method": "the ωB97M-V functional and the def2-TZVPD basis", "spin_multiplicity": 1, "charge": -1, "symbols": ["C", "C", "N", "N", "C", "N", "C", "C", "C", "C", "O", "O", "C", "Cl", "C", "C", "H", "H", "H", "H", "H", "H", "H", "H", "H", "H", "H", "H", "H", "H", "H", "H", "H", "H", "H", "C", "C", "O", "H", "H", "H", "H", "H", "H", "C", "C", "O", "H", "H", "H", "H", "H", "H", "C", "C", "O", "H", "H", "H", "H", "H", "H", "C", "C", "O", "H", "H", "H", "H", "H", "H", "C", "C", "O", "H", "H", "H", "H", "H", "H", "C", "C", "O", "H", "H", "H", "H", "H", "H", "C", "C", "O", "H", "H", "H", "H", "H", "H", "C", "C", "O", "H", "H", "H", "H", "H", "H"], "positions_angstrom": [[0.333, -1.780, 2.203], [0.971, -0.899, 1.124], [0.122, -1.050, -0.052], [0.491, -0.235, -1.155], [-0.394, 0.979, -1.299], [0.374, 2.046, -0.650], [-0.187, 3.124, -0.276], [-1.456, 3.743, -0.804], [0.514, 3.929, 0.789], [-1.734, 0.627, -0.537], [-2.502, -0.137, -1.130], [-1.870, 1.116, 0.602], [-0.532, 1.121, -2.850], [-2.170, 1.607, -3.444], [0.539, 2.046, -3.460], [0.256, 2.463, -4.915], [-0.469, -1.247, 2.719], [-0.146, -2.602, 1.662], [1.051, -2.172, 2.920], [1.969, -1.317, 0.911], [1.045, 0.137, 1.446], [0.180, -2.006, -0.379], [1.416, 0.152, -0.982], [-1.459, 3.731, -1.893], [-1.538, 4.789, -0.507], [-2.305, 3.180, -0.420], [0.928, 4.852, 0.359], [-0.201, 4.241, 1.552], [1.347, 3.373, 1.213], [-0.352, 0.137, -3.272], [1.472, 1.478, -3.469], [0.638, 2.960, -2.879], [-0.395, 3.327, -4.988], [-0.088, 1.619, -5.514], [1.216, 2.787, -5.326], [-5.094, 5.612, -3.778], [-3.930, 4.807, -3.221], [-3.968, 4.734, -1.802], [-5.091, 6.623, -3.366], [-5.043, 5.676, -4.867], [-6.046, 5.149, -3.504], [-2.982, 5.280, -3.481], [-3.929, 3.797, -3.636], [-4.788, 4.301, -1.548], [5.651, -1.600, 1.656], [4.568, -1.056, 2.568], [3.573, -2.042, 2.829], [5.214, -1.940, 0.720], [6.400, -0.835, 1.437], [6.147, -2.455, 2.112], [4.054, -0.216, 2.103], [5.001, -0.713, 3.515], [4.008, -2.790, 3.250], [-3.793, -2.932, 2.711], [-2.766, -3.675, 3.543], [-3.160, -3.753, 4.919], [-3.942, -1.925, 3.102], [-3.478, -2.852, 1.670], [-4.758, -3.445, 2.745], [-1.814, -3.148, 3.522], [-2.610, -4.687, 3.153], [-3.997, -4.225, 4.958], [-3.323, 1.248, 4.939], [-1.839, 1.053, 5.185], [-1.604, -0.095, 6.005], [-3.852, 1.360, 5.887], [-3.507, 2.130, 4.324], [-3.744, 0.381, 4.426], [-1.421, 1.912, 5.709], [-1.307, 0.940, 4.236], [-1.963, -0.861, 5.543], [-0.656, 6.607, -7.022], [0.570, 6.431, -6.144], [1.059, 5.096, -6.187], [-1.444, 5.921, -6.711], [-1.037, 7.629, -6.966], [-0.419, 6.384, -8.065], [0.326, 6.635, -5.102], [1.363, 7.123, -6.452], [1.294, 4.892, -7.097], [7.264, -5.457, -0.547], [6.325, -5.680, 0.625], [5.515, -4.537, 0.877], [7.905, -4.595, -0.359], [7.893, -6.332, -0.720], [6.699, -5.252, -1.459], [6.889, -5.866, 1.538], [5.683, -6.548, 0.437], [4.996, -4.363, 0.085], [-2.261, -3.947, 8.403], [-1.862, -5.409, 8.312], [-2.101, -5.941, 7.015], [-3.315, -3.825, 8.152], [-2.090, -3.556, 9.408], [-1.690, -3.344, 7.695], [-2.449, -6.011, 9.006], [-0.803, -5.530, 8.567], [-1.591, -5.421, 6.385], [0.607, -2.819, -4.808], [1.355, -2.324, -6.034], [1.596, -0.924, -5.966], [-0.341, -2.292, -4.702], [0.408, -3.891, -4.876], [1.184, -2.630, -3.900], [0.768, -2.494, -6.936], [2.309, -2.855, -6.142], [2.119, -0.750, -5.177]], "atomic_forces_ev_per_a": [[-0.1655, 0.1409, -0.1902], [-0.1810, -1.0675, 0.1732], [0.3069, 0.4442, -0.2227], [-0.2772, 0.1564, -0.1203], [0.7928, -0.3511, -0.4423], [-0.7191, -0.0652, 0.5182], [0.3718, 0.1711, -0.0376], [0.2736, -0.1414, 0.1067], [0.4225, 0.4143, -0.4923], [-0.5694, -0.1045, 0.5746], [0.0556, -0.3156, -0.4695], [0.1933, 0.2724, 0.1419], [0.4824, 0.4115, -0.0068], [-0.0054, 0.1411, 0.0343], [-0.9461, 0.0484, -0.6555], [0.9778, -0.2578, 0.2224], [0.0512, 0.0482, -0.0313], [0.0571, -0.2122, 0.2838], [0.0151, 0.0598, 0.0023], [0.1958, 0.3943, 0.1357], [-0.1044, 0.0958, -0.2668], [-0.0801, -0.0321, 0.1036], [0.0151, -0.0110, 0.0449], [-0.1368, -0.2245, 0.0223], [-0.0233, -0.0598, 0.1726], [-0.0437, 0.0758, -0.1566], [-0.1210, -0.0058, 0.0222], [0.0003, -0.1602, 0.0844], [-0.1394, -0.1040, 0.1147], [-0.4295, -0.0830, 0.0925], [0.1201, 0.1451, 0.4010], [0.2615, -0.1457, 0.2075], [-0.2974, -0.2274, -0.0063], [-0.2096, 0.0973, -0.0192], [-0.0874, 0.0065, -0.1546], [0.0383, 0.0836, 0.0615], [-0.2491, -0.1088, 0.1093], [-0.1875, 0.3624, -0.1431], [0.0305, 0.0057, -0.0241], [-0.0142, -0.0226, 0.0064], [-0.0029, -0.0438, -0.0600], [0.0280, -0.0502, 0.0542], [0.0900, 0.0194, -0.1054], [0.0812, -0.1215, 0.0250], [0.0137, 0.2448, 0.0338], [0.0894, -0.2084, 0.0504], [0.0397, 0.0717, 0.0655], [-0.0009, 0.0369, -0.0438], [-0.0203, 0.0108, 0.0172], [0.0478, -0.0079, 0.0081], [-0.0781, -0.0210, 0.0312], [0.0061, 0.1088, -0.0428], [-0.0117, -0.0427, -0.0704], [-0.0049, -0.0316, 0.0313], [-0.3104, 0.0538, -0.0287], [0.2770, 0.0787, -0.0092], [0.0612, 0.0320, -0.0512], [0.0033, 0.0520, 0.0063], [0.0207, -0.0438, -0.0506], [0.0331, -0.0489, 0.0704], [0.0759, 0.0309, -0.0540], [0.0115, -0.0160, 0.0497], [-0.0234, 0.0635, 0.0812], [-0.1655, -0.3297, -0.1964], [0.0905, 0.1250, 0.1177], [0.0263, 0.0364, 0.0135], [0.0023, -0.0420, -0.0565], [0.0293, 0.0396, -0.0973], [0.0583, -0.0755, 0.0956], [-0.0281, 0.1157, -0.0320], [0.0010, -0.0066, 0.0047], [-0.0461, -0.0590, 0.0413], [0.0560, -0.1041, -0.2696], [0.0410, 0.3141, 0.0207], [0.0039, 0.0239, 0.0359], [0.0081, 0.0004, -0.0166], [0.0192, 0.0643, -0.0117], [0.0440, -0.0512, 0.0248], [-0.0515, 0.0956, 0.0735], [-0.0219, -0.0447, 0.0125], [0.0258, 0.0671, 0.0359], [-0.1769, 0.0772, -0.2410], [0.1554, -0.2684, 0.0458], [0.0199, -0.0210, 0.0290], [-0.0130, -0.0047, -0.0169], [-0.0045, -0.0680, -0.0144], [-0.0438, 0.0264, 0.0431], [0.0892, -0.0810, 0.0506], [-0.0675, 0.0525, 0.0614], [-0.0344, -0.0253, -0.0043], [0.1020, 0.2033, -0.2266], [0.0199, -0.2110, 0.1580], [-0.0101, -0.0092, 0.0212], [0.0161, 0.0026, -0.0072], [0.0269, 0.0145, 0.0318], [0.0054, -0.0621, -0.0324], [-0.0278, -0.0079, 0.1281], [-0.2052, 0.1093, -0.0799], [-0.0314, 0.0279, -0.0365], [0.0751, 0.0510, 0.3587], [0.0321, 0.0071, -0.2160], [-0.0102, -0.0118, -0.0110], [0.0125, -0.0018, 0.0087], [0.0073, -0.0291, 0.0036], [0.0210, 0.0642, -0.0402], [-0.0551, -0.0899, -0.0682], [-0.0958, 0.0441, 0.0538]]}

{"formula": "C3H5NOS", "method": "the ωB97M-V functional and the def2-TZVPD basis", "spin_multiplicity": 1, "charge": 0, "symbols": ["C", "C", "N", "O", "C", "S", "H", "H", "H", "H", "H"], "positions_angstrom": [[1.530, -0.924, 0.001], [1.079, 0.514, -0.065], [-0.107, 1.001, -0.009], [-1.102, 0.022, 0.137], [-2.317, 0.606, 0.036], [-3.661, -0.332, -0.036], [2.384, -1.071, -0.668], [0.745, -1.574, -0.342], [1.822, -1.226, 1.016], [1.862, 1.280, -0.100], [-2.235, 1.704, 0.031]], "atomic_forces_ev_per_a": [[0.0142, 0.3129, -0.2414], [-0.3909, 0.0548, 0.5270], [1.4500, 0.0443, 0.0336], [-0.2778, 0.1619, -0.2855], [-0.6399, -1.1126, 0.0958], [1.0508, 1.0732, 0.0877], [-0.0492, 0.1325, 0.2402], [-0.3897, -0.3291, 0.0131], [-0.0869, 0.2352, -0.2260], [-0.4361, -0.1199, -0.1604], [-0.2446, -0.4533, -0.0843]]}

Orbital gap readings, ordered: 6.4, 9.2 eV